# C18H23AlI2NO3S2Ti

A molecular structure, C18H23AlI2NO3S2Ti at a distorted geometry (ωB97M-V/def2-TZVPD, the OMol25 dataset).

```
51
Properties=species:S:1:pos:R:3:forces:R:3:mulliken_charge:R:1
I 2.039 2.490 -2.817 0.1 0.0 0.1 0.162
I -0.235 2.337 -4.157 -0.3 -0.3 -0.1 0.196
Ti -1.818 0.321 -2.007 0.7 1.9 -2.1 -0.228
Al 0.174 0.229 -0.333 1.4 0.6 -0.2 0.450
S -1.272 1.996 -0.578 0.7 -1.0 0.3 0.312
S 0.282 -0.732 -2.354 -0.3 -0.3 0.9 0.044
C -1.604 -0.972 0.495 -3.7 1.1 5.5 0.345
C -2.283 3.880 -0.916 -1.5 3.4 0.6 0.994
C 1.346 -2.654 -2.146 1.1 -2.0 -0.3 0.956
C -3.108 3.828 -2.171 0.8 -1.5 -0.5 -1.048
C -3.077 3.973 0.374 0.5 -1.1 0.7 -1.210
C -1.204 4.930 -1.036 1.2 -1.1 0.3 -1.293
C 1.299 -3.164 -3.576 -0.7 1.0 -0.3 -1.394
C 0.605 -3.503 -1.152 -0.7 0.6 0.3 -1.110
C 2.738 -2.248 -1.713 -0.3 1.1 -0.1 -1.164
C -3.842 0.790 -1.191 -6.0 -0.1 4.0 0.477
C -2.770 -1.571 -1.680 -2.7 -9.1 -0.2 0.461
O -2.357 -0.840 1.376 3.5 -1.1 -4.2 -0.103
O -4.786 0.810 -0.493 5.2 0.1 -4.0 -0.163
O -3.110 -2.702 -1.597 2.0 7.2 -0.4 -0.076
H -3.783 2.968 -2.211 -0.5 0.4 0.2 0.297
H -2.443 3.698 -3.038 -0.4 0.6 0.2 0.125
H -3.664 4.783 -2.231 0.2 -0.4 0.0 0.500
H -3.755 3.123 0.516 -0.1 0.3 -0.2 0.263
H -3.674 4.905 0.395 0.3 -0.3 -0.2 0.467
H -2.409 3.944 1.256 -0.3 0.4 -0.4 0.418
H -0.543 4.936 -0.159 -0.4 0.3 0.0 0.375
H -1.668 5.927 -1.174 0.1 -0.5 0.1 0.479
H -0.549 4.692 -1.884 -0.3 0.4 -0.1 0.282
H 1.904 -4.077 -3.706 -0.1 0.3 0.4 0.458
H 1.692 -2.390 -4.247 0.1 -0.3 0.0 0.437
H 0.275 -3.386 -3.905 0.2 -0.1 0.2 0.393
H 1.117 -4.481 -1.095 -0.2 0.3 -0.2 0.495
H -0.449 -3.656 -1.428 0.4 -0.2 -0.1 0.266
H 0.621 -3.072 -0.142 0.2 -0.1 -0.1 0.128
H 3.396 -3.133 -1.736 -0.3 0.2 -0.1 0.497
H 2.757 -1.813 -0.705 0.0 -0.3 -0.1 0.166
H 3.137 -1.494 -2.405 0.1 -0.4 0.1 0.380
N 1.217 -0.151 1.087 -0.1 -0.4 -0.1 -0.490
C 1.640 -0.672 2.054 0.1 0.5 0.7 1.371
C 2.080 -1.132 3.285 0.6 -0.4 -0.1 0.331
C 2.706 -2.414 3.432 0.2 -0.3 0.9 -0.249
C 3.056 -2.842 4.726 -0.1 0.0 -1.1 -0.727
C 2.851 -1.998 5.828 -0.3 0.4 0.2 -0.281
C 2.304 -0.704 5.684 -0.3 0.1 -1.1 -0.713
C 1.934 -0.260 4.400 -0.1 0.4 1.2 -0.366
H 2.939 -3.030 2.555 -0.3 0.2 0.5 0.418
H 3.486 -3.848 4.877 -0.2 0.7 -0.2 0.417
H 3.124 -2.347 6.831 -0.1 0.1 -0.4 0.441
H 2.136 -0.047 6.551 0.2 -0.4 -0.5 0.428
H 1.552 0.773 4.261 0.2 -0.9 0.1 0.387
```
Forces are in eV/Å.

Summary:
Multiplicity: 2
<S²>: 0.76
Total charge: +4
Frontier orbital gap (alpha / beta): 4.76 / 5.03 eV